Below is 2 unconnected molecules or ions with the total composition C30H50F6IN2O3Si at a distorted geometry, with properties calculated with ωB97M-V/def2-TZVPD.

The geometry in XYZ format:
```
93
Properties=species:S:1:pos:R:3
C -2.500 1.777 5.332
Si -2.143 1.286 3.499
C -3.223 2.506 2.432
C -2.734 -0.471 3.034
C -2.024 -1.676 3.835
C -1.850 -2.920 2.800
C -0.292 -3.286 2.545
C -0.077 -4.351 1.363
C -0.489 -3.766 -0.074
C 0.325 -2.440 -0.492
C -0.624 -1.117 -0.455
C -1.224 -0.739 -1.920
I -1.552 -2.421 -3.269
C 0.078 -0.006 -2.585
N 0.140 1.460 -2.166
C -1.181 1.656 -1.489
O -1.307 2.581 -0.657
C -2.258 0.519 -1.961
C -3.334 0.444 -0.776
C -4.045 -0.984 -0.604
C -5.652 -0.877 -0.442
F -5.982 0.137 0.517
F -6.280 -0.556 -1.690
F -6.233 -2.073 0.053
C -2.706 1.096 -3.400
O -4.058 1.618 -3.447
C -4.100 3.018 -3.288
F -3.798 3.445 -1.956
F -5.466 3.394 -3.484
F -3.368 3.739 -4.263
C -0.327 1.595 2.953
C -0.025 2.892 2.110
C 1.416 3.182 1.595
C 2.623 2.239 1.869
C 2.348 0.973 2.743
C 0.890 0.689 3.257
H -2.067 1.052 6.097
H -3.654 1.830 5.420
H -2.148 2.862 5.525
H -3.364 3.513 2.959
H -4.212 1.962 2.230
H -2.710 2.647 1.416
H -2.555 -0.607 1.898
H -3.871 -0.515 3.220
H -1.016 -1.422 4.301
H -2.778 -2.019 4.639
H -2.416 -2.738 1.810
H -2.297 -3.843 3.334
H 0.328 -2.336 2.324
H 0.175 -3.743 3.494
H -0.635 -5.341 1.513
H 1.043 -4.635 1.286
H -0.405 -4.521 -0.933
H -1.599 -3.473 -0.011
H 1.108 -2.261 0.344
H 0.921 -2.535 -1.460
H 0.038 -0.283 -0.025
H -1.485 -1.307 0.267
H 1.108 -0.412 -2.252
H 0.089 0.096 -3.729
H 0.743 1.464 -1.315
H -4.179 1.222 -0.896
H -2.816 0.705 0.220
H -3.880 -1.674 -1.499
H -3.695 -1.572 0.328
H -2.672 0.231 -4.168
H -1.896 1.831 -3.733
H -0.819 3.658 1.827
H 1.631 4.111 0.950
H 3.684 2.416 1.475
H 3.219 0.261 2.965
H 0.770 -0.250 3.888
C 6.005 -1.287 -1.975
N 5.823 0.100 -2.562
C 6.225 0.046 -4.022
C 6.725 1.069 -1.841
C 4.350 0.546 -2.499
C 3.779 0.679 -1.086
O 3.824 -0.564 -0.403
H 6.989 -1.662 -2.278
H 5.980 -1.229 -0.888
H 5.221 -1.940 -2.362
H 7.269 -0.265 -4.084
H 6.102 1.040 -4.452
H 5.584 -0.675 -4.531
H 6.479 1.067 -0.780
H 6.576 2.063 -2.268
H 7.759 0.746 -1.978
H 3.784 -0.199 -3.064
H 4.292 1.509 -3.013
H 2.731 0.992 -1.152
H 4.319 1.431 -0.503
H 3.531 -0.403 0.510
```

For the HOMO energy, the calculation gives -11.03 eV. As for the charge: +1. The max |F| is 0.096 hartree/bohr.



Below is a molecular structure, C30H50I2N7O7P2SbSi3Ti, with properties calculated with ωB97M-V/def2-TZVPD.

The geometry in XYZ format:
```
103
Properties=species:S:1:pos:R:3
Ti -2.221 -0.169 -0.135
C 2.223 -2.015 1.361
Sb 1.100 -0.574 0.202
C -0.913 -1.003 1.297
C -1.034 -2.512 1.259
C -0.462 -3.369 0.304
C -0.691 -4.731 0.358
C -1.500 -5.249 1.357
C -2.017 -4.350 2.274
N -1.791 -3.043 2.234
Si -1.005 -0.518 3.172
C -2.660 -0.792 4.045
C 0.226 -1.587 4.123
C -0.530 1.257 3.529
C 2.661 1.051 0.325
C 1.835 2.298 0.315
C 2.329 3.560 -0.041
C 1.499 4.661 0.027
C 0.184 4.498 0.449
C -0.236 3.219 0.754
N 0.557 2.146 0.676
Si 3.515 0.793 -1.370
C 3.979 -1.013 -1.633
C 2.340 1.319 -2.737
C 5.111 1.761 -1.596
Si 3.899 1.104 1.767
C 4.830 2.737 1.820
C 3.047 0.976 3.430
C 5.224 -0.223 1.625
H 1.578 -2.817 1.706
H 2.698 -1.549 2.218
H 2.992 -2.429 0.708
H 0.169 -2.981 -0.484
H -0.242 -5.382 -0.383
H -1.712 -6.306 1.432
H -2.639 -4.696 3.095
H -2.519 -1.567 4.803
H -3.444 -1.134 3.376
H -3.000 0.122 4.535
H 0.031 -2.652 4.001
H 0.100 -1.348 5.184
H 1.270 -1.403 3.875
H -1.318 1.959 3.256
H 0.391 1.578 3.051
H -0.391 1.328 4.613
H 3.358 3.668 -0.349
H 1.876 5.643 -0.235
H -0.510 5.323 0.542
H -1.257 3.048 1.078
H 3.109 -1.657 -1.773
H 4.579 -1.418 -0.818
H 4.579 -1.076 -2.545
H 2.548 0.755 -3.650
H 2.447 2.380 -2.969
H 1.295 1.162 -2.464
H 5.889 1.473 -0.888
H 4.974 2.841 -1.531
H 5.486 1.544 -2.601
H 4.166 3.577 2.031
H 5.388 2.958 0.910
H 5.551 2.678 2.641
H 2.669 1.954 3.739
H 3.761 0.644 4.188
H 2.204 0.290 3.436
H 5.834 -0.097 0.728
H 4.841 -1.242 1.633
H 5.891 -0.114 2.484
N -5.169 -3.264 0.519
C -4.611 -2.138 0.963
N -3.613 -1.831 0.166
C -3.614 -2.820 -0.769
N -4.547 -3.718 -0.589
C -2.624 -2.769 -1.837
C -2.535 -3.692 -2.865
N -1.597 -3.600 -3.797
C -0.767 -2.568 -3.711
C -0.847 -1.634 -2.688
N -1.772 -1.745 -1.742
H -5.955 -3.764 0.898
H -4.939 -1.577 1.822
H -3.236 -4.514 -2.922
H -0.005 -2.477 -4.475
H -0.153 -0.809 -2.607
C -1.703 1.216 -4.582
C -2.725 1.700 -3.559
O -3.406 2.788 -4.166
P -1.875 2.347 -2.076
O -2.754 3.375 -1.418
O -0.547 3.045 -2.600
O -1.368 1.173 -1.197
P -3.883 0.310 -3.067
O -5.328 0.994 -3.245
O -3.707 -0.871 -3.938
O -3.727 0.154 -1.560
H -1.150 2.073 -4.962
H -2.225 0.717 -5.396
H -0.997 0.511 -4.149
H -4.198 2.986 -3.649
H -3.064 3.938 -0.474
H -0.530 3.992 -2.408
H -5.745 0.688 -4.060
I -3.647 1.287 1.430
I -3.572 5.205 0.944
```

For the HOMO energy, the calculation gives -7.53 eV. The energy above the lowest of the compared OMol25 structures with the same formula, charge and spin is 2.25 kcal per mole. As for the charge: 0. The max |F| is 0.015 hartree/bohr.



Below is 8 unconnected molecules or ions with the total composition C30H51BN3O15 at a distorted geometry, with properties calculated with ωB97M-V/def2-TZVPD.

The geometry in XYZ format:
```
100
Properties=species:S:1:pos:R:3
C 5.025 -0.369 -6.122
B 4.307 0.914 -6.649
O 4.966 1.956 -7.223
N 2.815 1.085 -6.425
C 2.004 0.145 -6.825
N 0.657 0.185 -6.423
N 2.396 -0.894 -7.558
H 4.365 -0.948 -5.492
H 5.229 -0.996 -6.981
H 5.930 -0.128 -5.587
H 4.627 2.089 -8.121
H 2.479 2.027 -6.620
H 0.411 1.174 -6.484
H 0.693 0.025 -5.406
H 2.301 -1.819 -7.164
H 2.854 -0.823 -8.452
O 1.770 -0.781 -2.339
C 0.680 -0.296 -2.247
O -0.035 0.026 -3.353
C -1.262 0.700 -2.971
C -1.509 0.271 -1.533
C -0.084 0.089 -1.002
H -1.109 1.777 -3.065
H -2.063 0.397 -3.640
H -2.103 0.987 -0.972
H -2.031 -0.685 -1.516
H 0.329 1.021 -0.613
H -0.015 -0.693 -0.252
O -3.861 2.390 0.044
C -4.780 1.668 -0.205
O -4.621 0.531 -0.935
C -5.902 -0.083 -1.174
C -6.808 0.454 -0.074
C -6.235 1.852 0.164
H -6.244 0.204 -2.171
H -5.793 -1.165 -1.137
H -7.861 0.446 -0.346
H -6.689 -0.148 0.829
H -6.676 2.594 -0.503
H -6.335 2.175 1.196
O -7.132 4.807 2.022
C -7.000 4.270 3.081
O -6.491 3.014 3.201
C -6.553 2.588 4.579
C -6.623 3.874 5.388
C -7.380 4.806 4.443
H -7.438 1.971 4.709
H -5.669 1.998 4.812
H -7.099 3.743 6.357
H -5.617 4.261 5.556
H -8.459 4.718 4.561
H -7.072 5.843 4.547
O 6.309 -1.813 -3.643
C 6.223 -0.963 -2.805
O 7.255 -0.151 -2.460
C 6.866 0.685 -1.351
C 5.347 0.725 -1.392
C 5.009 -0.653 -1.955
H 7.244 0.235 -0.430
H 7.313 1.668 -1.473
H 4.896 0.931 -0.424
H 5.016 1.499 -2.088
H 4.928 -1.405 -1.169
H 4.108 -0.641 -2.558
O 6.408 -4.122 1.281
C 7.368 -3.809 0.644
O 7.440 -2.642 -0.042
C 8.665 -2.585 -0.803
C 9.606 -3.558 -0.107
C 8.636 -4.611 0.429
H 8.442 -2.875 -1.831
H 9.039 -1.564 -0.801
H 10.375 -3.955 -0.765
H 10.103 -3.060 0.727
H 8.434 -5.393 -0.304
H 8.974 -5.052 1.362
O -9.708 2.590 4.574
C -10.186 1.508 4.394
O -10.201 0.548 5.344
C -10.741 -0.674 4.805
C -11.572 -0.246 3.604
C -10.809 0.984 3.115
H -9.909 -1.324 4.525
H -11.332 -1.171 5.569
H -11.682 -1.029 2.856
H -12.570 0.048 3.930
H -10.010 0.723 2.419
H -11.462 1.730 2.672
O 4.944 -1.929 7.230
C 5.246 -2.062 6.083
O 5.337 -3.270 5.477
C 5.822 -3.116 4.128
C 5.501 -1.677 3.754
C 5.616 -0.965 5.101
H 6.895 -3.318 4.121
H 5.327 -3.833 3.483
H 6.158 -1.280 2.982
H 4.475 -1.610 3.389
H 6.637 -0.642 5.309
H 4.933 -0.125 5.188
```

For the HOMO energy, the calculation gives -11.06 eV. As for the charge: +1. The max |F| is 0.061 hartree/bohr.